# 1
A 3-piece molecular cluster, C6H15BO overall, computed with ωB97M-V with the def2-TZVPD basis set.

The geometry in XYZ format:
```
23
Properties=species:S:1:pos:R:3:forces:R:3
B 2.669 -0.820 -2.246 3.842 3.130 -0.106
C 0.421 -1.160 -0.262 5.951 -6.404 -1.297
C -1.838 1.632 0.844 -3.542 1.267 0.472
C -0.648 0.154 2.400 -0.977 -2.156 -0.216
C 0.564 1.796 0.823 0.487 -0.968 -0.868
C -0.539 -0.223 -0.106 -5.833 5.529 0.859
C -0.606 0.829 0.944 -0.136 -1.287 1.682
O 1.831 -1.573 -2.558 -2.134 -2.229 -1.036
H 0.474 -4.537 -4.354 0.656 -0.312 0.793
H 3.641 -0.047 -2.276 -1.360 -0.954 0.526
H 0.407 -1.974 -1.048 -0.563 1.038 1.495
H 1.445 -1.080 0.145 -0.543 0.441 -0.210
H 0.039 -4.321 -4.878 -0.656 0.317 -0.791
H -1.918 2.296 1.744 0.254 -0.104 -0.987
H -2.818 1.097 0.909 0.896 -0.515 0.191
H -2.073 2.200 -0.076 1.032 0.103 0.231
H 0.393 -0.079 2.674 -0.501 -0.310 0.146
H -1.328 -0.863 2.396 1.891 2.321 -0.242
H -1.116 0.712 3.243 0.441 0.261 -0.880
H 0.290 2.716 1.251 -0.308 1.339 0.673
H 1.411 1.417 1.393 0.442 0.044 -0.539
H 0.736 1.986 -0.264 0.387 -0.186 0.850
H -1.439 -0.158 -0.699 0.276 -0.363 -0.746
```
Positions in Å, forces in eV/Å.

Output
- <S²>: 2.01
- Largest force on an atom: 8.84 eV/A
- Spin multiplicity: 3
- Energy: -9182.911 eV

Atom charges from the Löwdin analysis, given in e for atoms 1 to 2: B -0.166; C -0.013

# 2
A 2-piece molecular cluster, C6H15BrO4PS overall, computed with ωB97M-V with the def2-TZVPD basis set.

The geometry in XYZ format:
```
28
Properties=species:S:1:pos:R:3:forces:R:3
Br 1.064 -1.242 2.113 -0.266 -0.506 0.090
C 1.867 0.403 1.215 0.717 1.086 -0.329
C 0.899 1.598 1.371 0.007 0.177 0.197
O 1.667 2.720 1.659 0.200 0.049 -0.074
P 3.130 2.334 2.563 -0.105 0.508 0.293
O 3.048 0.703 1.737 -0.058 -0.473 -0.116
H 1.954 0.096 0.168 -0.112 -0.454 0.115
H 0.367 1.778 0.440 -0.147 -0.153 -0.112
H 0.157 1.376 2.143 -0.050 0.065 0.100
H 3.189 3.666 3.118 -0.067 -0.126 0.094
H 2.270 1.841 3.624 0.041 -0.069 -0.088
H 4.292 1.894 3.293 0.055 0.005 -0.098
H 3.941 2.747 1.441 -0.076 -0.080 -0.025
C -1.470 -2.523 -2.007 -0.071 0.076 0.023
C -1.581 -1.308 -2.941 -0.031 -0.004 0.064
C -2.541 -0.309 -2.282 0.095 -0.066 -0.181
S -2.403 -0.587 -0.504 0.295 -0.291 -0.043
O -3.672 -1.075 -0.022 -0.122 0.057 0.016
O -1.755 0.533 0.113 -0.247 0.249 0.080
C -1.255 -1.957 -0.607 -0.018 -0.095 -0.244
H -0.654 -3.183 -2.296 0.016 -0.004 -0.007
H -2.397 -3.100 -2.037 -0.010 -0.016 0.000
H -0.597 -0.850 -3.057 0.019 0.008 0.028
H -1.931 -1.589 -3.933 0.002 0.001 -0.020
H -2.283 0.727 -2.480 -0.026 0.039 0.048
H -3.578 -0.493 -2.555 -0.027 -0.028 0.055
H -1.472 -2.650 0.201 0.008 0.056 0.065
H -0.255 -1.547 -0.477 -0.022 -0.012 0.066
```
Positions in Å, forces in eV/Å.

Output
- Largest force on an atom: 1.34 eV/A
- Charge: -1
- Energy: -104821.324 eV

Atom charges from the Löwdin analysis, given in e for atoms 1 to 2: Br 0.524; C -0.769

# 3
One molecule with the formula C6H15BrSi, computed with ωB97M-V with the def2-TZVPD basis set.

The geometry in XYZ format:
```
23
Properties=species:S:1:pos:R:3:forces:R:3
C -2.359 1.462 2.269 -2.284 -0.573 -5.000
C -2.074 0.299 1.215 -2.527 -0.561 0.270
C -0.627 0.254 0.766 -0.221 -1.379 -1.067
C -0.341 -0.661 -0.437 -2.485 -0.896 -0.067
Br -1.108 -2.699 0.314 0.741 1.722 -0.899
Si 1.336 -1.114 -1.256 -0.093 2.778 0.522
C 1.374 0.362 -2.533 -1.736 -0.078 -0.621
C 2.928 -0.813 -0.168 -1.326 1.097 -0.452
H -2.905 2.234 1.627 0.833 -0.464 1.390
H -1.424 1.788 2.551 1.671 1.002 1.423
H -3.042 1.044 2.962 -0.229 0.158 1.205
H -2.806 0.201 0.351 0.862 1.129 0.538
H -2.496 -0.602 1.739 1.635 0.218 -0.370
H -0.195 1.227 0.516 -0.171 0.163 0.193
H -0.138 -0.203 1.576 1.342 -0.062 1.274
H -1.133 -0.344 -1.239 1.460 -1.158 1.116
H 1.182 -2.314 -2.023 0.109 -0.792 -0.194
H 1.198 1.415 -2.128 0.736 -1.455 -0.339
H 2.330 0.195 -3.008 0.553 0.728 -0.245
H 0.608 0.273 -3.407 1.116 -0.172 1.639
H 2.660 -0.114 0.647 -0.173 0.610 -0.888
H 3.334 -1.517 0.505 0.597 -1.752 -0.072
H 3.698 -0.373 -0.839 -0.408 -0.264 0.643
```
Positions in Å, forces in eV/Å.

Output
- SMILES: CCC[C@H](Br)[SiH](C)C
- Largest force on an atom: 5.53 eV/A
- Energy: -84383.870 eV

Atom charges from the Löwdin analysis, given in e for atoms 1 to 2: C -0.075; C -0.311

# 4
C6H15CdCl3NO2 as an isolated structure, computed with ωB97M-V with the def2-TZVPD basis set.

The geometry in XYZ format:
```
28
Properties=species:S:1:pos:R:3:forces:R:3
Cd -1.477 2.623 -2.348 0.058 1.563 -0.852
Cl -3.099 5.239 -0.687 0.691 -1.272 -0.570
Cl -3.423 2.251 -5.290 0.794 -0.053 1.270
Cl 1.516 3.920 -3.384 -1.310 -0.792 0.569
C 1.026 -0.061 4.397 -0.101 2.012 0.975
O 0.914 0.582 3.143 0.431 -0.736 -0.759
C 0.677 -0.356 2.078 -0.136 0.525 0.794
C 0.428 0.291 0.746 1.215 2.359 -0.752
N -0.926 0.395 0.274 -0.660 -2.667 -0.666
C -1.330 -1.040 -0.205 0.191 3.535 -0.634
C -0.326 -1.504 -1.280 -1.103 -1.212 0.921
O 0.158 -0.578 -2.172 0.228 1.280 -0.154
C 1.077 -1.095 -3.115 0.474 0.339 -0.626
H 1.240 0.823 4.997 -0.108 -0.192 0.633
H 1.840 -0.740 4.650 0.286 -0.362 -1.044
H 0.097 -0.482 4.783 -0.294 -0.204 -0.361
H -0.269 -0.791 2.398 0.149 -1.225 -0.212
H 1.566 -0.984 2.021 -0.338 -0.671 0.106
H 1.031 -0.077 -0.083 0.130 -0.275 0.412
H 0.720 1.341 0.771 0.625 0.127 0.579
H -1.463 0.653 1.089 -0.684 0.077 -0.068
H -2.306 -0.841 -0.648 -0.178 -0.658 0.169
H -1.332 -1.755 0.617 -0.204 -0.133 -0.139
H -0.895 -2.232 -1.857 0.275 -0.801 0.154
H 0.484 -1.936 -0.692 0.331 -0.585 -0.407
H 1.649 -1.974 -2.816 -0.266 -0.177 0.623
H 1.822 -0.327 -3.322 -0.179 0.189 0.024
H 0.600 -1.345 -4.063 -0.320 0.009 0.016
```
Positions in Å, forces in eV/Å.

Output
- Largest force on an atom: 3.60 eV/A
- Charge: -1
- Energy: -54180.175 eV

Atom charges from the Löwdin analysis, given in e for atoms 1 to 2: Cd 1.150; Cl -0.716

# 5
C6H15ClGaI2N2O2P as an isolated structure, computed with ωB97M-V with the def2-TZVPD basis set.

The geometry in XYZ format:
```
30
Properties=species:S:1:pos:R:3:forces:R:3
I 2.535 -2.978 -1.660 0.652 -0.716 -0.205
I -0.728 -2.217 1.071 -0.371 -0.118 0.717
Ga 1.107 -1.340 -0.368 -0.198 2.755 -0.107
P 0.065 0.114 -2.233 1.016 1.211 -1.499
C -1.535 0.597 -2.988 -0.879 -0.504 0.444
C 0.869 1.760 -2.192 0.205 -0.067 0.651
H 1.934 -0.663 -3.592 -0.187 0.081 -0.171
H 0.643 0.039 -4.632 0.068 -0.238 0.511
H 0.436 -1.582 -3.880 0.128 0.111 -0.290
C 0.851 -0.576 -3.739 0.116 -0.525 0.240
H 1.876 1.658 -1.768 -0.186 0.196 -0.122
H 0.948 2.154 -3.215 -0.115 -0.237 0.248
H -1.372 0.905 -4.033 0.300 -0.177 0.419
H -2.007 1.431 -2.455 0.216 -0.313 0.000
H 0.279 2.454 -1.578 0.256 -0.211 -0.093
H -2.217 -0.260 -2.981 -0.014 0.253 -0.095
C -2.534 0.063 -0.243 -1.963 0.051 1.768
O -3.400 0.109 0.498 1.713 0.002 -1.510
Cl 2.721 -0.199 0.669 -0.464 -1.194 -0.770
C -1.033 1.611 3.734 -0.499 0.088 0.509
N -0.085 2.321 2.924 0.338 -0.650 -1.469
C 0.324 1.880 1.698 0.447 1.339 1.190
N 1.352 2.634 1.162 -0.109 -0.666 -0.111
O -0.197 0.934 1.070 -0.018 -0.568 -0.106
H -1.485 0.805 3.152 0.112 0.205 0.120
H -1.812 2.303 4.064 -0.032 -0.204 -0.016
H -0.539 1.207 4.624 -0.120 -0.059 -0.144
H 0.376 3.142 3.296 -0.141 -0.270 0.074
H 2.017 2.066 0.641 -0.327 0.479 0.031
H 1.798 3.275 1.807 0.055 -0.050 -0.215
```
Positions in Å, forces in eV/Å.

Output
- Largest force on an atom: 2.76 eV/A
- Charge: +2
- Energy: -103913.628 eV

Atom charges from the Löwdin analysis, given in e for atoms 1 to 2: I 0.956; I 0.942

# 6
A 2-piece molecular cluster, C6H15ClN5P overall, computed with ωB97M-V with the def2-TZVPD basis set.

The geometry in XYZ format:
```
28
Properties=species:S:1:pos:R:3:forces:R:3
C 3.608 -1.340 0.600 -0.707 1.267 -0.345
C -2.709 0.910 1.053 -0.151 1.585 0.490
C 3.682 1.327 -1.923 3.097 -1.338 0.517
C -4.601 -0.543 1.557 0.855 0.113 -0.358
C -2.547 -1.413 0.442 -1.833 -0.598 -0.613
C 2.290 1.624 -1.679 -1.356 2.970 3.877
N 2.953 -0.524 0.123 -0.957 1.797 0.226
N -2.301 1.990 1.358 0.250 -1.502 -0.045
N 0.198 0.698 0.098 1.727 0.369 1.017
N 4.191 -2.414 0.920 1.852 -1.020 1.471
N -3.246 -0.201 0.914 -0.591 -1.452 0.653
P 1.720 1.111 0.022 -1.734 -2.119 -1.103
Cl 2.638 1.984 1.518 0.110 0.335 0.106
H 4.397 1.556 -1.070 -0.985 0.663 -1.051
H 3.952 0.285 -2.035 -0.575 -0.494 -0.442
H 3.957 1.799 -2.845 0.571 0.500 -0.273
H -4.978 0.451 2.004 0.245 -2.155 -0.360
H -5.172 -0.898 0.662 -0.070 0.347 1.180
H -4.292 -1.458 2.228 -1.250 2.201 -0.800
H -1.568 -1.185 0.139 1.478 0.055 0.165
H -2.735 -2.203 1.190 0.778 0.420 -0.315
H -3.057 -1.729 -0.482 -0.009 0.071 0.318
H 1.501 1.245 -2.299 -0.217 0.132 -0.684
H 2.287 2.793 -1.459 -0.754 -2.055 -1.032
H -2.075 2.691 0.683 -0.135 0.936 -0.369
H -0.242 0.491 1.029 1.152 0.461 -1.104
H 5.039 -2.521 1.517 -1.082 0.201 -0.796
H 3.901 -3.099 0.270 0.290 -1.690 -0.330
```
Positions in Å, forces in eV/Å.

Output
- Largest force on an atom: 5.07 eV/A
- Charge: +2
- Energy: -35708.746 eV

Atom charges from the Löwdin analysis, given in e for atoms 1 to 2: C -0.233; C -0.152

# 7
A 2-piece molecular cluster, C6H15FN2O2 overall, computed with ωB97M-V with the def2-TZVPD basis set.

The geometry in XYZ format:
```
26
Properties=species:S:1:pos:R:3:forces:R:3
N 2.613 -0.983 -2.453 0.090 -0.158 -0.191
C 2.365 -1.768 -1.244 -0.051 -0.095 0.246
C 0.955 -1.513 -0.714 -0.011 -0.117 0.062
C 0.732 -0.067 -0.277 0.061 0.059 -0.005
C -0.705 0.195 0.165 -0.111 0.093 0.173
C -0.907 1.624 0.693 0.104 0.123 -0.270
N -0.127 1.843 1.898 -0.186 0.059 0.104
C -2.393 1.880 0.911 0.038 0.026 0.106
O -2.924 2.003 1.990 0.097 -0.145 -0.287
O -3.083 1.939 -0.245 -0.120 0.034 0.186
H 2.046 -1.346 -3.214 0.054 0.080 0.059
H 3.580 -1.087 -2.743 -0.104 0.056 0.006
H 2.505 -2.854 -1.388 -0.032 0.204 0.000
H 3.094 -1.453 -0.487 -0.092 -0.032 -0.082
H 0.226 -1.784 -1.493 0.089 0.044 0.087
H 0.767 -2.192 0.130 0.010 0.120 -0.135
H 1.409 0.183 0.550 -0.082 -0.064 -0.127
H 0.992 0.598 -1.110 -0.054 -0.057 0.124
H -1.395 0.022 -0.667 0.052 0.008 0.016
H -0.988 -0.509 0.963 0.472 0.651 -0.743
H -0.565 2.324 -0.083 -0.088 -0.090 0.138
H -0.163 2.826 2.152 0.054 -0.090 0.003
H -0.585 1.353 2.664 0.144 0.066 -0.032
H -4.013 2.077 0.002 0.084 0.000 -0.091
F -1.475 -2.024 1.853 -0.393 -0.406 0.562
H -1.960 -1.287 2.146 -0.026 -0.369 0.091
```
Positions in Å, forces in eV/Å.

Output
- SMILES: NCCCC[C@H](N)C(=O)O.F
- Largest force on an atom: 1.09 eV/A
- Energy: -16258.490 eV

Atom charges from the Löwdin analysis, given in e for atoms 1 to 2: N -0.014; C -0.306

# 8
A 2-piece molecular cluster, C6H15IN2O3P overall, computed with ωB97M-V with the def2-TZVPD basis set.

The geometry in XYZ format:
```
28
Properties=species:S:1:pos:R:3:forces:R:3
C -1.714 -1.522 -1.020 0.493 0.504 -0.124
C -1.466 2.045 1.077 -2.646 0.598 -0.774
C -2.552 -2.401 1.114 1.590 0.686 2.906
C 4.411 0.343 -1.599 0.436 -0.667 -2.076
C -1.212 -0.403 -1.753 2.352 0.877 -2.650
C -1.785 0.963 0.135 -4.221 -1.404 -1.450
N -2.130 -1.406 0.220 -1.787 1.508 1.722
N -0.877 0.717 -0.882 -1.706 -0.456 -1.604
O -1.694 -2.689 -1.602 0.709 -0.322 -3.144
O 2.692 1.762 -0.168 -0.509 0.716 0.316
O -1.901 -0.246 0.921 1.176 0.736 1.296
P 2.595 0.512 -1.147 2.246 0.218 -0.056
I 1.984 -1.300 0.473 -0.309 -0.114 -0.167
H -1.846 1.701 2.000 -0.189 0.006 1.317
H -1.998 2.968 0.805 0.329 -0.276 0.051
H -0.459 2.200 1.102 2.864 0.575 0.369
H -2.872 -1.834 2.075 0.751 -1.112 -1.567
H -3.443 -2.813 0.763 -1.153 -1.556 -0.591
H -1.660 -3.075 1.371 -1.453 0.246 -0.175
H 5.183 0.507 -0.840 -0.635 -0.505 0.581
H 4.561 -0.634 -2.142 -0.118 0.680 0.948
H 4.793 1.053 -2.383 -1.183 -0.119 0.435
H -0.208 -0.703 -2.204 -0.679 0.083 0.247
H -1.763 -0.145 -2.768 0.337 0.115 1.924
H -2.875 1.018 -0.350 2.104 0.412 0.765
H 0.044 0.916 -0.658 1.944 0.141 0.127
H -1.903 -3.467 -1.148 -0.634 -1.477 1.521
H 3.550 2.036 0.189 -0.109 -0.092 -0.148
```
Positions in Å, forces in eV/Å.

Output
- <S²>: 2.01
- Largest force on an atom: 4.68 eV/A
- Spin multiplicity: 3
- Charge: +1
- Energy: -32964.175 eV

Atom charges from the Löwdin analysis, given in e for atoms 1 to 2: C -0.412; C 0.023